The following is a DFT calculation (ωB97M-V with the def2-TZVPD basis set) of 2 unconnected molecules or ions with the total composition C3H7NO3S.

CARTESIAN COORDINATES (ANGSTROEM)
O 0.01 1.44 0.96
C -0.46 1.15 -0.18
O -0.96 1.95 -1.00
C -0.44 -0.35 -0.61
C -0.48 -1.31 0.57
S -0.54 -3.09 0.08
N 0.79 -0.55 -1.41
H -1.28 -0.52 -1.28
H 0.41 -1.14 1.18
H -1.31 -1.05 1.25
H 0.82 -1.56 -1.58
H 1.57 -0.29 -0.82
H 1.47 2.47 1.19
H 1.35 3.80 0.54
O 1.94 3.34 1.14

The LUMO energy comes out at 6.08 eV. The charge is -2. The highest occupied orbital energy comes out at 0.39 eV. The spin multiplicity is 1. Its frontier orbital gap is 5.69 eV.

The following is a DFT calculation (ωB97M-V with the def2-TZVPD basis set) of a molecular structure, C3H7NO4P.

CARTESIAN COORDINATES (ANGSTROEM)
C -0.91 -1.94 0.76
C -1.04 0.96 -0.25
C -0.01 -1.14 -0.04
N -0.06 0.25 0.52
O -0.32 -2.43 1.85
O 1.57 -3.20 -0.66
O -2.10 -2.18 0.57
O 2.60 -0.85 -0.58
P 1.66 -2.02 0.24
H -1.15 1.97 0.26
H -0.77 1.06 -1.26
H -2.10 0.63 -0.13
H -0.38 -1.41 -0.95
H 0.82 0.67 0.35
H 0.75 -2.21 1.73
H 2.92 -1.46 -1.30

The LUMO energy comes out at 3.83 eV. The charge is -1. The highest occupied orbital energy comes out at -3.87 eV. The spin multiplicity is 1. Its frontier orbital gap is 7.70 eV.

Record order is preserved below.
Largest force on an atom: 0.7 4.1 eV Å⁻¹